Record 1
13
Properties=species:S:1:pos:R:3:forces:R:3:mulliken_charge:R:1 method="wB97M-V/def2-TZVPD" homo_lumo_gap_ev=10.1 e_lumo_ha=0.0437 energy_ha=-249.3451 relative_energy_kcal_mol=80.4
C -1.3131 0.0057 -0.3097 -0.3 0.0 -0.1 -0.2505
C -0.5829 0.1685 0.9951 -0.2 0.0 0.1 -0.4197
C 0.8476 0.5091 0.5398 0.2 0.0 -0.1 -0.3103
C 0.8700 0.3043 -1.0193 0.1 0.2 0.0 -0.3972
N -0.1345 -0.7720 -0.8388 -0.1 -0.2 -0.2 -0.5240
C 0.3552 -0.9036 0.5917 0.1 -0.5 0.2 -0.2711
H -2.1979 -0.6282 -0.2836 0.0 0.0 0.1 0.2515
H -1.5222 0.9398 -0.8495 -0.1 -0.3 -0.1 0.2498
H -0.9831 0.3481 1.9893 0.3 0.3 -0.2 0.3975
H 1.5042 0.9409 1.2991 0.1 0.0 -0.7 0.3597
H 1.8024 -0.1581 -1.3679 -0.1 0.2 0.3 0.2148
H 0.5469 1.0169 -1.7968 0.2 0.3 0.6 0.3040
H 0.8072 -1.7715 1.0507 -0.2 0.0 0.0 0.3953

Record 2
89
Properties=species:S:1:pos:R:3:forces:R:3:mulliken_charge:R:1 method="wB97M-V/def2-TZVPD" homo_lumo_gap_ev=9.5 e_lumo_ha=-0.0024 energy_ha=-2705.1498
C -1.2947 1.9448 1.9172 -0.6 2.1 -2.3 0.0352
N -0.0561 2.8805 1.8080 -0.9 0.0 0.9 0.9344
O -0.1144 4.0390 2.1856 -0.4 -0.9 -0.2 -0.5773
O 0.9324 2.3751 1.3281 0.2 -0.3 -0.3 -0.5408
H -0.9904 0.9940 2.2310 0.7 -1.3 0.3 -0.3005
H -1.6791 1.9234 0.8385 0.5 -0.2 1.5 0.0260
H -2.0900 2.3302 2.5534 0.5 0.4 0.0 0.3518
C 2.0505 -2.4398 -4.2533 0.2 1.2 0.4 -0.5775
N 1.9385 -3.4960 -3.2174 0.5 -0.1 0.0 0.9777
O 1.1883 -3.4291 -2.2539 0.5 0.3 -1.0 -0.5078
O 2.7060 -4.4116 -3.4407 -0.1 -0.8 0.5 -0.5539
H 1.7824 -1.4790 -3.8319 0.1 0.0 0.2 0.0256
H 1.3403 -2.6256 -5.0162 -0.8 -0.6 -0.7 0.3475
H 3.0577 -2.4310 -4.6954 -0.4 -0.2 0.6 0.3021
C 0.9789 -4.9941 2.4277 0.4 -0.3 -0.9 -0.5591
N -0.4738 -4.8813 2.6820 0.7 0.6 2.4 1.0276
O -1.2247 -5.1979 1.8171 -1.2 -0.5 -1.4 -0.6273
O -0.8288 -4.4895 3.7956 0.5 -0.2 -0.8 -0.5416
H 1.1136 -5.0839 1.3529 -0.2 0.1 -0.1 0.3047
H 1.3541 -5.9302 2.8542 -0.2 0.5 0.4 0.3258
H 1.4612 -4.0818 2.7542 0.1 -0.2 0.4 0.0630
C -1.8897 0.4895 -4.0973 -1.1 -0.7 -0.7 -0.6065
N -2.1212 -1.0130 -4.1792 1.4 1.1 -0.2 1.0298
O -3.0865 -1.5186 -3.6913 -1.0 -0.3 0.4 -0.5975
O -1.2051 -1.6033 -4.7249 -0.2 -0.6 -0.1 -0.5877
H -2.7260 1.0050 -4.6325 0.9 -0.5 0.3 0.2351
H -0.9122 0.5580 -4.5545 -0.2 0.6 0.1 0.5223
H -1.9216 0.7544 -3.0568 0.1 0.1 0.4 0.0059
C -2.4787 -2.5799 0.4202 -1.2 0.4 -1.6 -0.3573
N -2.3400 -1.7889 1.6132 1.4 1.3 2.0 0.7645
O -3.2983 -1.2988 2.1924 1.1 -0.5 -0.6 -0.5754
O -1.1450 -1.6936 1.9963 -1.9 0.3 -0.2 -0.2678
H -3.5734 -2.6488 0.1863 1.2 0.1 0.0 0.2677
H -2.0821 -3.5241 0.7704 0.2 -0.3 -0.8 0.1224
H -1.8819 -2.0309 -0.3869 -0.8 -1.2 1.1 0.1150
C 0.3565 -1.1512 4.7247 2.3 -0.2 1.8 -0.4795
N 1.6158 -1.9091 4.3768 0.7 -0.4 -0.6 0.9549
O 2.2627 -2.4290 5.2664 -0.6 0.4 -0.2 -0.5910
O 1.9325 -1.9946 3.1864 -0.4 0.3 0.8 -0.5284
H 0.6233 -0.6145 5.6654 -0.6 -0.3 -0.9 0.2912
H -0.3565 -1.9141 4.8681 -1.0 -0.8 0.3 0.3509
H 0.1252 -0.5570 3.8999 -0.4 1.0 -1.0 -0.0606
C 1.6804 -0.6751 0.1142 -1.3 0.7 -0.2 -0.4445
N 1.1253 -0.3479 -1.2335 -0.9 0.3 -0.7 0.9748
O -0.1064 -0.3551 -1.3940 1.4 0.0 0.5 -0.2875
O 1.8980 -0.0834 -2.1295 0.1 0.1 0.0 -0.6601
H 0.8334 -1.2251 0.4987 0.2 0.0 1.0 -0.0168
H 1.9333 0.2779 0.6270 -0.5 -0.7 -0.3 0.2731
H 2.5400 -1.2786 -0.0164 0.8 -0.6 -0.2 0.2296
C 5.0776 -5.2328 -1.6262 -0.7 1.1 0.6 -0.7492
N 4.4662 -4.1713 -0.7915 -1.9 1.5 2.7 0.8882
O 4.1650 -3.0451 -1.2271 1.0 -2.1 0.2 -0.5089
O 4.1852 -4.5208 0.3775 0.6 0.6 -2.1 -0.5314
H 4.2578 -5.9402 -1.6875 0.3 -0.2 -0.7 0.2854
H 5.8859 -5.6098 -1.0426 0.5 -0.4 0.3 0.3350
H 5.4089 -4.7050 -2.4903 0.0 -0.3 -1.0 0.2694
C 0.4148 2.7920 -3.9739 -1.8 0.8 1.2 -0.5747
C -0.2495 3.4962 -4.9889 -1.0 0.4 1.8 -0.3021
C -1.3722 4.2789 -4.5990 0.3 -0.9 -0.2 -0.3175
N -1.8621 4.4033 -3.3491 0.1 0.9 -1.8 -0.4182
C -1.2039 3.7768 -2.4153 1.1 -1.9 -0.1 -0.5532
C -0.1441 2.8908 -2.6639 0.3 1.1 -1.7 -0.0667
H 1.2621 2.1747 -4.1617 0.4 -0.4 -0.1 0.5073
H -0.0068 3.4080 -6.0278 0.3 0.1 -0.3 0.4127
H -1.9536 4.7376 -5.3862 -0.1 0.3 0.0 0.3464
H -1.5647 3.8308 -1.4161 -0.4 0.3 0.8 0.5345
H 0.2161 2.3524 -1.8276 0.7 -0.5 0.5 0.4121
C 3.5814 3.8039 5.2386 0.4 1.0 1.1 -0.1583
C 2.3606 4.0895 5.8139 0.4 2.3 1.4 -0.2929
C 1.3079 3.2559 5.6785 -0.6 -1.8 -0.3 -0.3837
N 1.3713 2.1061 4.9682 0.7 -0.2 0.0 -0.2185
C 2.5709 1.8020 4.4530 0.0 -0.1 -0.5 0.3378
C 3.6938 2.6198 4.5762 0.3 -0.2 -1.1 -0.8615
H 4.4073 4.4993 5.4759 -0.3 -0.6 -0.7 0.3475
H 2.2557 4.9976 6.4607 0.1 -0.9 -0.7 0.3041
H 0.4145 3.3946 6.2663 -0.4 0.2 -0.3 0.3795
H 2.7365 0.8724 3.8638 -0.7 0.6 0.5 0.2182
H 4.5923 2.3948 4.0114 0.0 -0.3 0.3 0.3388
C -4.9590 3.8905 -2.1472 -0.2 -1.0 0.1 -0.2872
C -4.7877 3.7798 -0.7919 0.0 -0.9 1.0 -0.4634
C -4.5924 2.5020 -0.2001 0.4 1.8 -1.8 -0.3392
N -4.5396 1.4016 -0.9213 -0.4 -0.7 0.7 -0.4313
C -4.8217 1.4697 -2.2230 0.2 0.9 0.3 -0.5029
C -4.9709 2.7044 -2.8682 -0.3 -1.0 0.4 -0.2685
H -5.1842 4.8157 -2.6349 0.2 0.4 -0.1 0.4334
H -4.8491 4.6349 -0.1511 0.1 0.4 0.2 0.4069
H -4.3767 2.4701 0.8395 0.0 -0.4 0.8 0.4855
H -4.9401 0.4853 -2.6591 0.2 0.2 -0.6 0.5037
H -5.2075 2.7275 -3.8984 -0.1 0.0 -1.0 0.4708

Record 3
10
Properties=species:S:1:pos:R:3:forces:R:3:mulliken_charge:R:1 method="wB97M-V/def2-TZVPD" homo_lumo_gap_ev=9.0 e_lumo_ha=0.0269 energy_ha=-301.3751 relative_energy_kcal_mol=70.4
O 1.8530 -0.0198 0.2949 1.9 0.6 -1.5 -0.4795
C 0.6769 0.0290 -0.4420 -0.5 0.1 1.5 0.6001
C -0.0664 1.2426 -0.5542 -0.1 0.1 0.3 -0.3810
N -1.2778 1.0734 -0.0531 -0.1 -0.1 -0.4 -0.6633
N -1.3709 -0.2428 0.2444 -0.6 -0.2 -0.3 0.1532
C -0.2400 -0.9116 -0.0672 -0.2 0.0 0.4 -0.5825
H 2.1923 -0.9153 0.3446 0.1 -0.2 -0.2 0.2995
H 0.2078 2.2166 -0.9496 0.2 -0.3 0.3 0.4093
H -1.9278 -0.5203 1.0396 -0.5 0.0 -0.6 0.2703
H -0.0471 -1.9519 0.1427 -0.2 0.1 0.4 0.3737

Record 4
71
Properties=species:S:1:pos:R:3:forces:R:3:mulliken_charge:R:1 method="wB97M-V/def2-TZVPD" spin_multiplicity=6 homo_lumo_gap_ev="7.1 / 7.1" e_lumo_ha="-0.0080 / -0.0079" energy_ha=-3877.0050 relative_energy_kcal_mol=27.9 s_squared=8.7570
Sm -0.5637 -0.4194 0.2093 -2.0 0.7 -0.2 0.5320
Cl 0.0845 4.0527 5.8667 -0.1 0.1 0.0 -0.2279
C 0.3807 2.8041 4.7049 0.1 -0.1 0.0 0.0021
C -0.5037 2.6501 3.6480 0.0 0.0 -0.1 -0.9240
C -0.2986 1.6639 2.6833 0.3 0.0 0.2 0.5358
N -1.0278 1.5260 1.4911 0.0 0.3 0.2 0.1518
C -2.0037 2.3714 1.1442 0.2 -0.3 -0.1 -0.1099
O -2.6411 3.1793 1.8246 0.1 0.2 0.0 -0.7834
C -2.3126 2.3206 -0.3433 -0.2 0.2 -0.2 0.6441
C -3.0370 3.3720 -0.8946 0.0 -0.1 0.1 -0.7273
C -3.2361 3.4139 -2.2618 0.0 -0.1 0.0 -0.5552
C -2.7046 2.3977 -3.0435 -0.1 0.1 0.0 -1.0352
C -2.0142 1.3786 -2.4155 0.0 -0.2 -0.1 -0.3461
N -1.8269 1.3236 -1.0955 0.0 0.6 0.0 0.4922
C 0.8023 0.7840 2.8396 -0.1 0.3 0.2 0.0660
C 1.6963 0.9796 3.8790 0.0 -0.1 -0.1 -0.4869
C 1.4924 1.9816 4.8145 -0.1 0.1 -0.1 -0.0638
Cl 2.6164 2.1602 6.1143 0.1 0.0 0.1 -0.2281
N 0.8925 -0.3406 1.9915 0.3 0.2 0.1 -0.1439
C 2.0062 -0.6079 1.3134 0.5 0.0 0.2 0.0980
O 3.0525 0.0123 1.1713 0.0 -0.1 0.2 -0.6918
C 2.0440 -2.0255 0.6988 0.4 0.0 -0.1 0.7967
C 2.2683 -3.0834 1.5715 0.0 0.0 0.0 -0.9720
C 2.6667 -4.3087 1.0849 0.0 0.1 -0.1 -0.3882
C 2.9117 -4.4469 -0.2778 0.0 0.0 0.0 -0.9970
C 2.6281 -3.3906 -1.1000 0.0 -0.1 0.0 -0.0367
N 2.1520 -2.2294 -0.6219 -0.1 0.2 0.1 0.6264
H -1.3455 3.3158 3.5624 0.0 0.0 0.0 0.6945
H -3.4031 4.1363 -0.2244 0.0 0.0 0.0 0.5696
H -3.7878 4.2285 -2.7129 0.0 0.0 0.0 0.4519
H -2.8220 2.3923 -4.1181 0.0 0.0 0.0 0.4631
H -1.5919 0.5599 -2.9876 0.0 0.0 0.0 0.5410
H 2.5669 0.3425 3.9530 0.0 0.0 0.1 0.5603
H 2.1179 -2.9127 2.6279 0.0 0.0 0.0 0.5247
H 2.7980 -5.1492 1.7520 0.1 0.0 0.0 0.4531
H 3.2762 -5.3726 -0.6964 0.0 0.0 0.0 0.4281
H 2.7768 -3.4356 -2.1689 -0.1 0.0 0.0 0.5334
O 2.7663 -0.9019 -2.4896 -0.1 0.1 -0.2 -0.6281
C 1.6288 -1.1083 -1.7255 0.3 -0.6 -0.3 0.4992
O 1.1400 -0.0876 -1.1051 0.8 0.1 -0.5 -0.6392
C 0.5812 -1.8228 -2.6337 0.1 0.3 0.0 -0.8617
O -0.7420 -1.6878 -2.1029 0.3 -0.3 0.2 -0.0985
C -1.3293 -2.9533 -1.7255 0.2 -0.2 0.2 -0.3364
C -0.6554 -3.4758 -0.4286 -0.3 -0.2 -0.8 0.7859
O -0.1791 -4.5982 -0.4217 -0.1 0.1 0.2 -0.6675
O -0.6375 -2.6001 0.5101 -0.1 -0.9 0.2 -0.4922
H 3.2761 -0.2053 -2.0533 0.0 0.0 0.1 0.4647
H 0.8095 -2.8708 -2.8160 0.0 0.0 0.0 0.4127
H 0.6177 -1.2770 -3.5775 0.0 0.0 0.0 0.4254
H -1.2303 -3.6800 -2.5317 0.1 0.0 0.0 0.4009
H -2.3791 -2.7504 -1.5264 0.0 0.0 0.0 0.0042
C -4.9184 -1.0122 -2.0357 -0.1 0.0 -0.1 -0.7869
N -5.4807 -0.3506 -0.8694 0.2 -0.2 0.2 0.1460
C -6.8586 -0.7731 -0.6174 -0.1 0.1 0.0 -1.1153
C -4.6776 -0.2115 0.2508 -0.1 0.1 0.1 0.6376
S -3.3308 -1.2108 0.5017 -0.4 -0.3 0.0 -0.4924
N -5.0736 0.7041 1.1347 0.1 0.0 -0.1 0.3330
C -6.0686 1.7176 0.8200 0.0 0.2 0.0 -1.2716
C -4.4982 0.8352 2.4666 0.0 0.0 0.3 -1.3016
H -5.5062 -0.7165 -2.9065 0.0 0.0 0.0 0.3304
H -4.9447 -2.1037 -1.9450 0.0 0.0 0.0 0.3429
H -3.8915 -0.7002 -2.1829 0.1 0.0 0.0 0.0793
H -6.9216 -1.8669 -0.6210 0.0 0.0 0.0 0.3685
H -7.5147 -0.3789 -1.3941 0.0 0.0 0.0 0.3174
H -7.2010 -0.4201 0.3519 0.0 0.0 -0.1 0.3824
H -6.2561 1.7433 -0.2489 0.0 0.0 0.0 0.4011
H -5.6837 2.6858 1.1427 0.0 0.0 0.0 0.3691
H -7.0050 1.5236 1.3490 0.0 0.0 0.0 0.3537
H -3.8239 0.0116 2.6674 0.0 -0.1 0.0 0.3703
H -5.3056 0.8290 3.2026 0.0 0.0 -0.1 0.4004
H -3.9499 1.7739 2.5507 -0.1 -0.1 0.0 0.4188

Record 5
21
Properties=species:S:1:pos:R:3:forces:R:3:mulliken_charge:R:1 method="wB97M-V/def2-TZVPD" homo_lumo_gap_ev=11.1 e_lumo_ha=0.0363 energy_ha=-275.0576 relative_energy_kcal_mol=36.8
C -0.5501 1.7425 0.5477 -0.3 -0.3 0.0 -1.5659
C -0.5267 0.2308 0.1012 0.6 0.4 0.1 1.8090
C -1.3481 -0.1563 -1.1763 0.0 -0.1 0.2 -1.4298
C -1.3036 -0.5856 1.1277 -0.1 -0.2 0.3 -1.9273
C 0.9893 -0.1966 0.2619 -0.4 -0.1 0.1 -0.4795
C 2.2243 0.0984 -0.5781 -0.2 0.1 -0.1 -0.5173
C 1.6542 -1.2935 -0.5067 -0.1 -0.2 -0.1 -0.5661
H -0.3830 1.7709 1.6361 -0.1 -0.1 -0.2 0.3501
H 0.2078 2.4400 0.1433 -0.2 -0.8 -0.3 0.3179
H -1.5272 2.1950 0.3614 -0.1 -0.1 0.0 0.4336
H -2.2888 -0.6621 -0.8595 0.6 0.5 -0.2 0.3395
H -1.6797 0.6955 -1.7614 0.4 0.1 -0.4 0.3853
H -0.8563 -0.9318 -1.7681 0.2 0.4 -0.3 0.2874
H -0.8733 -0.4279 2.1039 -0.1 -0.2 0.6 0.4604
H -2.3684 -0.3065 1.1176 0.4 0.2 0.3 0.4579
H -1.2923 -1.6517 0.8506 0.3 0.3 0.3 0.3805
H 1.2483 -0.1863 1.3263 -0.2 -0.1 -0.3 0.3608
H 2.1402 0.6492 -1.5104 -0.1 -0.1 0.1 0.2540
H 3.1822 0.2602 -0.0715 -0.6 0.1 0.0 0.2362
H 2.1968 -2.0678 0.0289 -0.1 0.1 -0.1 0.2381
H 1.1256 -1.6387 -1.3893 0.1 -0.1 0.1 0.1753

Record 6
13
Properties=species:S:1:pos:R:3:forces:R:3:mulliken_charge:R:1 method="wB97M-V/def2-TZVPD" homo_lumo_gap_ev=8.4 e_lumo_ha=0.0120 energy_ha=-737.7787 relative_energy_kcal_mol=140.8
N 2.1741 -0.4473 -0.5266 -1.0 -0.8 -3.1 -0.5677
S 0.6912 -0.6140 0.2363 1.7 -3.0 0.8 0.8462
N -0.1143 -1.7289 -0.9428 2.1 -0.2 1.2 -0.5790
O 1.0523 -1.4122 1.4169 -0.7 0.1 0.0 -0.6398
C 0.2792 1.2565 -0.0989 -0.3 0.0 -2.1 -0.1284
C 0.6968 2.0877 1.0376 -1.9 -1.3 1.5 -0.2848
O -0.7128 1.7960 0.6051 0.1 0.0 0.6 -0.2912
H 2.8029 -1.3157 -0.4291 -1.7 1.5 -0.1 0.2970
H 1.7708 -0.3696 -1.5520 2.0 0.0 2.1 0.3253
H -1.0694 -1.5767 -1.0421 -2.2 1.1 -0.2 0.2556
H -0.1024 -2.7154 -0.5989 0.7 1.2 0.2 0.2768
H 0.8611 1.6791 2.0505 0.2 0.3 -0.7 0.2172
H 0.8235 3.1131 0.8605 1.1 1.1 -0.2 0.2727